1.
The following is a DFT calculation (ωB97M-V with the def2-TZVPD basis set) of 2 unconnected molecules or ions with the total composition C2H6FN at a distorted geometry.

The energy above the lowest of the compared OMol25 structures with the same formula, charge and spin is 52.8 kcal per mole. For the highest occupied orbital energy, the calculation gives -8.51 eV. As for the electronic energy: -234.32712 hartree. The HOMO-LUMO gap is 9.5 eV.

Structure (ORCA input):
```
! RIJCOSX wB97M-V def2-TZVPD def2/J DEFGRID3
* xyz 0 1
C 1.11 -0.73 -0.11
C -0.91 -0.36 0.39
N -1.10 1.00 0.31
F -1.59 -1.09 -0.47
H 1.22 0.30 -0.23
H 1.20 -1.28 -1.12
H 1.74 -1.04 0.68
H -1.00 -0.72 1.47
H -0.33 1.45 0.94
H -0.86 1.52 -0.59
*
```

2.
The following is a DFT calculation (ωB97M-V with the def2-TZVPD basis set) of 2 unconnected molecules or ions with the total composition C2H6FN2 at a distorted geometry.

The energy above the lowest of the compared OMol25 structures with the same formula, charge and spin is 119.7 kcal per mole. For the highest occupied orbital energy (spin up / spin down), the calculation gives -15.94 / -15.98 eV. As for the electronic energy: -288.75677 hartree. The HOMO-LUMO gap (spin up / spin down) is 8.8 / 8.8 eV.

Structure (ORCA input):
```
! RIJCOSX wB97M-V def2-TZVPD def2/J DEFGRID3
* xyz 1 1
C -0.76 -0.06 -0.08
C 1.49 0.69 0.19
N -1.82 -0.64 -0.51
N 0.02 0.72 0.52
F 0.50 -1.86 -0.38
H 1.94 1.53 0.76
H 1.47 0.74 -0.87
H 1.77 -0.21 0.52
H -2.74 -0.25 -0.59
H -1.68 -1.46 -1.05
H -0.19 0.81 1.49
*
```

3.
The following is a DFT calculation (ωB97M-V with the def2-TZVPD basis set) of 2 unconnected molecules or ions with the total composition C2H6FNO at a distorted geometry.

The energy above the lowest of the compared OMol25 structures with the same formula, charge and spin is 77.1 kcal per mole. Its SMILES is CC=O.NF. For the highest occupied orbital energy, the calculation gives -9.70 eV. As for the electronic energy: -309.54294 hartree. The HOMO-LUMO gap is 10.6 eV.

Structure (ORCA input):
```
! RIJCOSX wB97M-V def2-TZVPD def2/J DEFGRID3
* xyz 0 1
C 0.84 1.63 -0.26
C -0.30 0.95 0.27
N -1.85 -2.52 -1.12
O -1.21 0.62 -0.43
F -0.73 -3.31 -0.85
H 1.61 1.81 0.45
H 1.07 1.00 -1.15
H 0.61 2.68 -0.37
H -0.40 0.69 1.42
H -2.55 -2.96 -0.44
H -1.59 -1.56 -0.98
*
```

4.
The following is a DFT calculation (ωB97M-V with the def2-TZVPD basis set) of C2H6FNO3S in the gas phase at a distorted geometry.

The energy above the lowest of the compared OMol25 structures with the same formula, charge and spin is 0.0 kcal per mole. Its SMILES is O=S(=O)(F)NCCO. For the highest occupied orbital energy, the calculation gives -10.34 eV. As for the electronic energy: -858.29784 hartree. The HOMO-LUMO gap is 10.9 eV.

Structure (ORCA input):
```
! RIJCOSX wB97M-V def2-TZVPD def2/J DEFGRID3
* xyz 0 1
O -2.50 -0.93 -0.93
S -1.17 -1.30 -0.62
O -0.99 -1.63 0.74
F -0.82 -2.54 -1.49
N -0.07 -0.19 -1.07
C -0.10 1.00 -0.21
C 0.99 0.89 0.93
O 1.62 -0.38 0.87
H -0.14 0.03 -2.06
H -1.08 1.16 0.22
H 0.19 1.87 -0.80
H 0.50 1.03 1.89
H 1.76 1.63 0.73
H 1.81 -0.64 1.78
*
```

5.
The following is a DFT calculation (ωB97M-V with the def2-TZVPD basis set) of C2H6FNOS in the gas phase at a distorted geometry.

The energy above the lowest of the compared OMol25 structures with the same formula, charge and spin is 17.7 kcal per mole. Its SMILES is CN(CO)SF. For the highest occupied orbital energy, the calculation gives -9.20 eV. As for the electronic energy: -707.79514 hartree. The HOMO-LUMO gap is 9.8 eV.

Structure (ORCA input):
```
! RIJCOSX wB97M-V def2-TZVPD def2/J DEFGRID3
* xyz 0 1
C 0.78 0.11 0.90
C -0.97 -0.40 -0.86
N 0.29 -0.81 -0.16
O -0.78 0.90 -1.33
F 2.22 -1.87 -1.56
S 1.03 -2.20 -0.35
H 0.68 -0.31 1.85
H 1.85 0.09 0.79
H 0.45 1.19 0.80
H 0.15 0.93 -1.74
H -1.27 -1.09 -1.56
H -1.70 -0.17 -0.12
*
```

6.
The following is a DFT calculation (ωB97M-V with the def2-TZVPD basis set) of 2 unconnected molecules or ions with the total composition C2H6I2NP at a distorted geometry.

The energy above the lowest of the compared OMol25 structures with the same formula, charge and spin is 64.0 kcal per mole. For the highest occupied orbital energy (spin up / spin down), the calculation gives -9.20 / -9.20 eV. As for the electronic energy: -1071.21574 hartree. The HOMO-LUMO gap (spin up / spin down) is 7.7 / 7.7 eV.

Structure (ORCA input):
```
! RIJCOSX wB97M-V def2-TZVPD def2/J DEFGRID3
* xyz 0 1
C -1.30 -0.03 1.46
C 0.08 0.45 0.96
N 0.30 -0.17 -0.22
P 0.95 -0.18 -1.57
I 0.39 1.53 -3.32
I 0.62 -2.38 -2.58
H -2.24 0.34 1.05
H -1.31 -1.22 1.34
H -1.28 0.12 2.49
H 0.83 0.21 1.65
H 0.09 1.52 0.73
H 2.87 -0.19 -1.97
*
```

7.
The following is a DFT calculation (ωB97M-V with the def2-TZVPD basis set) of 2 unconnected molecules or ions with the total composition C2H6IN2O at a distorted geometry.

The energy above the lowest of the compared OMol25 structures with the same formula, charge and spin is 108.0 kcal per mole. For the highest occupied orbital energy (spin up / spin down), the calculation gives -13.49 / -13.58 eV. As for the electronic energy: -561.80928 hartree. The HOMO-LUMO gap (spin up / spin down) is 7.3 / 7.5 eV.

Structure (ORCA input):
```
! RIJCOSX wB97M-V def2-TZVPD def2/J DEFGRID3
* xyz 1 1
C -0.30 -0.24 0.07
C 2.06 1.20 0.13
N -0.07 -1.52 0.13
N -1.44 0.35 -0.14
O -2.64 -0.38 -0.18
I 3.22 -0.37 -0.32
H 1.80 1.94 -0.61
H 2.16 1.59 1.12
H 0.96 -1.77 0.37
H -0.67 -2.33 -0.16
H -1.64 1.32 -0.12
H -3.44 0.21 -0.28
*
```

8.
The following is a DFT calculation (ωB97M-V with the def2-TZVPD basis set) of 2 unconnected molecules or ions with the total composition C2H6IN2O2 at a distorted geometry.

The energy above the lowest of the compared OMol25 structures with the same formula, charge and spin is 46.0 kcal per mole. For the highest occupied orbital energy, the calculation gives -14.18 eV. As for the electronic energy: -637.17027 hartree. The HOMO-LUMO gap is 8.7 eV.

Structure (ORCA input):
```
! RIJCOSX wB97M-V def2-TZVPD def2/J DEFGRID3
* xyz 1 1
C 0.77 -0.78 0.35
C -0.22 -0.29 -0.76
N 2.06 -0.52 0.10
N -0.41 0.95 -1.01
O 0.35 -1.43 1.32
O -2.01 -1.03 -0.26
I -3.53 0.26 0.24
H -0.51 -0.92 -1.66
H 2.53 -0.08 -0.68
H 2.69 -1.00 0.81
H -0.51 1.58 -0.25
H -0.80 1.24 -1.89
H -1.98 -1.68 0.31
*
```

9.
The following is a DFT calculation (ωB97M-V with the def2-TZVPD basis set) of 2 unconnected molecules or ions with the total composition C2H6IO2P at a distorted geometry.

The energy above the lowest of the compared OMol25 structures with the same formula, charge and spin is 82.6 kcal per mole. For the highest occupied orbital energy (spin up / spin down), the calculation gives -8.64 / -8.65 eV. As for the electronic energy: -869.24606 hartree. The HOMO-LUMO gap (spin up / spin down) is 7.6 / 7.6 eV.

Structure (ORCA input):
```
! RIJCOSX wB97M-V def2-TZVPD def2/J DEFGRID3
* xyz 0 1
C 0.52 -1.77 -0.79
C 0.38 1.58 0.37
O -0.72 -1.22 -0.79
O 0.13 0.57 1.28
P -1.21 -0.28 1.45
I -3.06 1.10 0.69
H 0.92 -1.77 -1.80
H 0.48 -2.87 -0.55
H 1.19 -1.09 -0.24
H 1.16 2.34 0.74
H -0.47 2.27 0.31
H 0.67 1.15 -0.67
*
```

10.
The following is a DFT calculation (ωB97M-V with the def2-TZVPD basis set) of a molecular structure, C2H6InO at a distorted geometry.

The energy above the lowest of the compared OMol25 structures with the same formula, charge and spin is 0.0 kcal per mole. For the highest occupied orbital energy, the calculation gives -25.77 eV. As for the electronic energy: -343.56961 hartree. The HOMO-LUMO gap is 4.2 eV.

Structure (ORCA input):
```
! RIJCOSX wB97M-V def2-TZVPD def2/J DEFGRID3
* xyz 3 1
In -0.76 -2.80 -2.43
C 0.33 1.24 -0.11
C 0.15 -0.12 0.63
O -0.65 -0.93 -0.14
H -0.60 1.55 -0.60
H 1.20 1.22 -0.76
H 0.60 1.99 0.63
H -0.06 -0.05 1.70
H 1.08 -0.68 0.70
H -1.29 -1.41 0.40
*
```

11.
The following is a DFT calculation (ωB97M-V with the def2-TZVPD basis set) of a molecular structure, C2H6LaO2 at a distorted geometry.

The energy above the lowest of the compared OMol25 structures with the same formula, charge and spin is 66.7 kcal per mole. For the highest occupied orbital energy (spin up / spin down), the calculation gives -17.22 / -17.44 eV. As for the electronic energy: -261.06949 hartree. The HOMO-LUMO gap (spin up / spin down) is 7.2 / 7.4 eV.

Structure (ORCA input):
```
! RIJCOSX wB97M-V def2-TZVPD def2/J DEFGRID3
* xyz 2 2
C -1.04 -0.51 0.03
C -1.08 0.99 0.13
O 0.13 1.63 0.13
H 0.50 -1.48 -0.08
H -1.00 -0.77 -1.04
H -1.02 -0.92 1.05
H -1.66 1.31 1.02
H -1.69 1.42 -0.71
O 1.88 -1.08 -0.10
H 2.42 -1.79 -0.45
La 2.55 1.21 0.02
*
```

12.
The following is a DFT calculation (ωB97M-V with the def2-TZVPD basis set) of C2H6N2 in the gas phase at a distorted geometry.

The energy above the lowest of the compared OMol25 structures with the same formula, charge and spin is 30.4 kcal per mole. Its SMILES is N/C=C/N. For the highest occupied orbital energy, the calculation gives -7.98 eV. As for the electronic energy: -189.28111 hartree. The HOMO-LUMO gap is 9.2 eV.

Structure (ORCA input):
```
! RIJCOSX wB97M-V def2-TZVPD def2/J DEFGRID3
* xyz 0 1
C -0.68 -0.23 -0.01
C 0.52 0.34 0.13
N 1.24 0.14 1.33
N -1.51 -0.15 -1.12
H -0.98 -0.99 0.70
H 0.93 1.03 -0.61
H 1.61 0.97 1.80
H 2.08 -0.41 1.19
H -2.10 -0.92 -1.43
H -1.10 0.22 -1.96
*
```

13.
The following is a DFT calculation (ωB97M-V with the def2-TZVPD basis set) of a molecular structure, C2H6N2 at a distorted geometry.

The energy above the lowest of the compared OMol25 structures with the same formula, charge and spin is 71.0 kcal per mole. For the highest occupied orbital energy, the calculation gives -9.04 eV. As for the electronic energy: -189.21643 hartree. The HOMO-LUMO gap is 9.8 eV.

Structure (ORCA input):
```
! RIJCOSX wB97M-V def2-TZVPD def2/J DEFGRID3
* xyz 0 1
C 1.19 -0.41 0.02
C -1.22 0.55 0.01
H 2.17 -0.02 -0.82
H 1.47 -0.68 1.24
H 0.58 -1.50 -0.49
H 0.67 1.63 -0.06
H -1.68 1.56 0.09
H -1.44 -1.36 0.05
N 0.21 0.71 0.00
N -1.95 -0.49 -0.03
*
```

14.
The following is a DFT calculation (ωB97M-V with the def2-TZVPD basis set) of C2H6N2O in the gas phase at a distorted geometry.

The energy above the lowest of the compared OMol25 structures with the same formula, charge and spin is 103.4 kcal per mole. Its SMILES is [H]/N=C(\C)NO. For the highest occupied orbital energy, the calculation gives -8.70 eV. As for the electronic energy: -264.42257 hartree. The HOMO-LUMO gap is 9.5 eV.

Structure (ORCA input):
```
! RIJCOSX wB97M-V def2-TZVPD def2/J DEFGRID3
* xyz 0 1
C -1.07 0.51 -0.48
N 1.29 -0.53 -0.06
C -0.33 -0.46 0.35
O 2.01 0.69 -0.06
N -0.39 -1.09 1.40
H 2.09 0.95 -0.99
H 1.79 -1.17 0.54
H -1.63 -1.19 1.38
H -0.57 0.65 -1.44
H -1.10 1.48 0.03
H -2.08 0.16 -0.66
*
```

15.
The following is a DFT calculation (ωB97M-V with the def2-TZVPD basis set) of C2H6N2O in the gas phase at a distorted geometry.

The energy above the lowest of the compared OMol25 structures with the same formula, charge and spin is 70.7 kcal per mole. Its SMILES is [H]/N=C(/N)CO. For the highest occupied orbital energy, the calculation gives -8.69 eV. As for the electronic energy: -264.47465 hartree. The HOMO-LUMO gap is 9.3 eV.

Structure (ORCA input):
```
! RIJCOSX wB97M-V def2-TZVPD def2/J DEFGRID3
* xyz 0 1
C -0.60 0.17 0.07
C 0.75 -0.12 0.62
H -2.02 -0.04 -1.13
H -0.79 -1.54 -1.06
H -0.58 2.18 0.29
H 1.29 0.92 0.40
H 0.66 -0.03 1.63
H 2.19 -1.13 0.32
N -1.28 -0.72 -0.66
N -1.02 1.35 -0.28
O 1.40 -1.04 -0.20
*
```

16.
The following is a DFT calculation (ωB97M-V with the def2-TZVPD basis set) of C2H6N2O in the gas phase at a distorted geometry.

The energy above the lowest of the compared OMol25 structures with the same formula, charge and spin is 86.3 kcal per mole. Its SMILES is [H]/N=C/N(C)O. For the highest occupied orbital energy, the calculation gives -9.03 eV. As for the electronic energy: -264.44971 hartree. The HOMO-LUMO gap is 9.7 eV.

Structure (ORCA input):
```
! RIJCOSX wB97M-V def2-TZVPD def2/J DEFGRID3
* xyz 0 1
C -0.70 1.26 0.06
C 0.87 -0.52 0.02
H 0.01 2.03 -0.17
H -1.77 1.60 -0.21
H -0.77 1.32 1.11
H -2.11 -1.05 -0.58
H 0.74 -1.64 0.29
H 2.77 -0.52 0.37
N -0.38 -0.06 -0.32
N 2.00 0.17 -0.06
O -1.40 -0.87 0.17
*
```

17.
The following is a DFT calculation (ωB97M-V with the def2-TZVPD basis set) of C2H6N2O in the gas phase at a distorted geometry.

The energy above the lowest of the compared OMol25 structures with the same formula, charge and spin is 40.1 kcal per mole. Its SMILES is NCC(N)=O. For the highest occupied orbital energy, the calculation gives -9.63 eV. As for the electronic energy: -264.52348 hartree. The HOMO-LUMO gap is 10.4 eV.

Structure (ORCA input):
```
! RIJCOSX wB97M-V def2-TZVPD def2/J DEFGRID3
* xyz 0 1
C -0.77 0.11 0.36
C 0.74 -0.10 0.68
N 1.31 -1.09 -0.03
N -0.82 0.56 -1.00
O 1.30 0.53 1.55
H 2.29 -1.27 0.09
H 0.85 -1.41 -0.87
H -0.69 1.65 -1.08
H -1.79 1.11 -1.26
H -1.17 0.79 1.12
H -1.25 -0.87 0.45
*
```

18.
The following is a DFT calculation (ωB97M-V with the def2-TZVPD basis set) of C2H6N2O in the gas phase at a distorted geometry.

The energy above the lowest of the compared OMol25 structures with the same formula, charge and spin is 55.7 kcal per mole. Its SMILES is CN(N)C=O. For the highest occupied orbital energy, the calculation gives -9.33 eV. As for the electronic energy: -264.49847 hartree. The HOMO-LUMO gap is 10.0 eV.

Structure (ORCA input):
```
! RIJCOSX wB97M-V def2-TZVPD def2/J DEFGRID3
* xyz 0 1
C -0.68 0.45 1.60
C 1.06 0.26 -0.23
H -1.58 0.99 1.42
H -0.87 -0.44 2.18
H 0.11 1.15 2.08
H -2.00 -0.07 -0.51
H -1.20 -1.64 -0.27
H 1.84 0.60 0.55
N -0.18 -0.11 0.30
N -1.13 -0.65 -0.66
O 1.32 0.07 -1.40
*
```

19.
The following is a DFT calculation (ωB97M-V with the def2-TZVPD basis set) of C2H6N2O in the gas phase at a distorted geometry.

The energy above the lowest of the compared OMol25 structures with the same formula, charge and spin is 68.8 kcal per mole. Its SMILES is C[C@]1(N)NO1. For the highest occupied orbital energy, the calculation gives -9.30 eV. As for the electronic energy: -264.47774 hartree. The HOMO-LUMO gap is 10.3 eV.

Structure (ORCA input):
```
! RIJCOSX wB97M-V def2-TZVPD def2/J DEFGRID3
* xyz 0 1
C 0.04 -1.34 0.22
N 1.31 0.81 0.20
C 0.03 0.17 0.22
N -1.02 0.74 -0.54
O 0.38 0.82 1.38
H 1.27 1.76 -0.17
H -1.11 0.36 -1.47
H -1.06 1.75 -0.50
H -0.89 -1.70 0.63
H 0.17 -1.70 -0.80
H 0.87 -1.68 0.83
*
```

20.
The following is a DFT calculation (ωB97M-V with the def2-TZVPD basis set) of C2H6N2O in the gas phase.

The energy above the lowest of the compared OMol25 structures with the same formula, charge and spin is 79.3 kcal per mole. Its SMILES is NC/C=[NH+]/[O-]. For the highest occupied orbital energy, the calculation gives -8.51 eV. As for the electronic energy: -264.46094 hartree. The HOMO-LUMO gap is 9.3 eV.

Structure (ORCA input):
```
! RIJCOSX wB97M-V def2-TZVPD def2/J DEFGRID3
* xyz 0 1
N -0.90 0.48 -1.17
N 0.36 0.63 1.28
C 0.10 -0.32 -0.97
C 0.69 -0.47 0.39
O -1.79 0.38 -2.05
H 0.32 -1.45 0.75
H -0.98 1.27 -0.51
H 0.82 0.50 2.17
H -0.64 0.65 1.46
H 0.24 -1.12 -1.68
H 1.78 -0.55 0.34
*
```